{"formula": "C2H3FO", "method": "ωB97M-V/def2-TZVPD", "species": ["C", "C", "O", "F", "H", "H", "H"], "positions_angstrom": [[1.100, -1.922, 0.992], [-0.430, 0.927, -0.496], [0.995, -2.887, 1.557], [-0.246, 1.856, -1.472], [-0.124, -0.038, -0.931], [0.153, 1.256, 0.405], [-1.447, 0.808, -0.056]], "homo_energy_ev": -11.95, "mol_weight_da": 62.0, "energy_ha": -253.08101, "e_lumo_ha": 0.041, "multiplicity": 1, "e_above_lowest_kj_mol": 121.35, "total_charge": 0, "orbital_gap_ha": 0.48042}

{"formula": "C4H7BrN", "method": "ωB97M-V/def2-TZVPD", "species": ["C", "C", "C", "C", "N", "Br", "H", "H", "H", "H", "H", "H", "H"], "positions_angstrom": [[0.341, 0.954, -0.877], [1.188, -0.194, 0.727], [0.148, -0.423, -0.327], [-1.085, -1.159, -0.181], [0.637, 1.177, 0.567], [-2.660, 0.069, 0.070], [1.233, 1.132, -1.473], [-0.538, 1.450, -1.288], [1.035, -0.680, 1.690], [2.232, -0.229, 0.416], [-1.075, -1.868, 0.647], [-1.301, -1.661, -1.129], [-0.154, 1.433, 1.158]], "homo_energy_ev": -15.07, "mol_weight_da": 149.0, "energy_ha": -2785.02285, "e_lumo_ha": -0.231, "multiplicity": 1, "e_above_lowest_kj_mol": 146.00, "total_charge": 1, "orbital_gap_ha": 0.32256}

{"formula": "C15H22F3N3O2S2", "method": "ωB97M-V/def2-TZVPD", "species": ["C", "N", "C", "C", "C", "N", "C", "C", "C", "H", "H", "H", "H", "H", "H", "H", "H", "H", "H", "H", "H", "H", "H", "C", "N", "S", "C", "F", "F", "F", "S", "C", "C", "C", "C", "C", "C", "O", "O", "H", "H", "H", "H", "H", "H", "H", "H"], "positions_angstrom": [[2.161, -0.947, -3.415], [0.912, -1.649, -3.264], [0.962, -3.019, -3.724], [-0.244, -3.772, -3.235], [-1.463, -3.035, -3.716], [-1.430, -1.665, -3.256], [-2.679, -0.975, -3.447], [-0.265, -0.973, -3.043], [-0.246, 0.346, -2.510], [2.281, -0.163, -2.665], [2.985, -1.668, -3.300], [2.256, -0.494, -4.415], [0.983, -3.027, -4.828], [1.897, -3.476, -3.375], [-0.240, -4.793, -3.627], [-0.240, -3.820, -2.142], [-1.491, -3.044, -4.820], [-2.390, -3.498, -3.357], [-2.775, -0.129, -2.767], [-2.781, -0.605, -4.481], [-3.501, -1.682, -3.261], [-1.180, 0.832, -2.251], [0.629, 0.937, -2.797], [-1.384, 1.555, 4.198], [-0.058, 2.125, 4.429], [0.034, 2.835, 5.998], [-0.420, 4.513, 5.663], [-0.520, 5.090, 6.906], [0.506, 5.193, 4.939], [-1.618, 4.617, 5.030], [1.235, 0.999, 4.516], [1.235, 0.853, 2.754], [0.921, -0.414, 2.284], [0.592, -0.526, 0.935], [0.648, 0.593, 0.117], [1.038, 1.841, 0.599], [1.340, 1.991, 1.956], [2.483, 1.603, 4.933], [0.777, -0.253, 5.078], [-2.106, 2.334, 4.442], [-1.492, 1.294, 3.143], [-1.544, 0.675, 4.833], [0.877, -1.243, 2.985], [0.274, -1.500, 0.569], [0.330, 0.491, -0.937], [1.082, 2.703, -0.069], [1.624, 2.950, 2.396]], "homo_energy_ev": -7.13, "mol_weight_da": 397.5, "energy_ha": -1995.38077, "e_lumo_ha": 0.021, "multiplicity": 1, "total_charge": 0, "orbital_gap_ha": 0.28326}

{"formula": "H26O21S2Zn", "method": "ωB97M-V/def2-TZVPD", "species": ["Zn", "S", "O", "O", "O", "O", "S", "O", "O", "O", "O", "O", "H", "H", "O", "H", "H", "O", "H", "H", "O", "H", "H", "O", "H", "H", "O", "H", "H", "O", "H", "H", "O", "H", "H", "O", "H", "H", "O", "H", "H", "O", "H", "H", "O", "H", "H", "O", "H", "H"], "positions_angstrom": [[21.923, -1.898, -10.709], [22.684, -4.388, -10.822], [22.910, -3.378, -9.778], [21.858, -5.505, -10.364], [21.955, -3.542, -11.756], [23.946, -4.798, -11.454], [18.886, -2.581, -9.497], [20.279, -2.539, -9.867], [18.350, -3.881, -9.800], [18.836, -2.727, -8.023], [18.161, -1.422, -10.032], [23.148, -7.303, -9.070], [22.623, -8.103, -9.075], [22.573, -6.636, -9.445], [21.596, -5.145, -14.069], [21.550, -5.651, -13.258], [21.812, -4.257, -13.786], [20.111, -5.320, -8.324], [20.655, -5.223, -7.542], [20.727, -5.260, -9.054], [19.347, -3.234, -13.561], [19.355, -3.891, -12.865], [20.268, -3.008, -13.688], [25.492, -6.147, -9.925], [24.748, -6.640, -9.579], [25.106, -5.544, -10.560], [22.527, -4.343, -7.449], [22.650, -3.953, -8.315], [21.898, -3.767, -7.014], [20.906, -0.824, -12.179], [21.064, -0.979, -13.111], [20.282, -0.098, -12.160], [24.761, -6.471, -13.368], [24.381, -5.779, -12.826], [24.783, -7.238, -12.797], [21.728, -7.307, -12.280], [21.320, -8.143, -12.056], [21.673, -6.790, -11.476], [23.712, -1.270, -11.643], [24.637, -1.399, -11.432], [23.692, -0.456, -12.146], [24.595, -3.048, -13.614], [24.576, -3.770, -12.986], [23.939, -2.431, -13.291], [24.778, -2.545, -7.374], [24.031, -2.606, -7.969], [25.449, -3.098, -7.773], [19.254, -5.503, -11.692], [18.846, -4.986, -10.998], [20.192, -5.462, -11.501]], "homo_energy_ev": [-7.35, -7.35], "s2": 0.7587, "mol_weight_da": 491.7, "energy_ha": -4171.42785, "e_lumo_ha": [0.020, -0.017], "multiplicity": 2, "total_charge": -1, "orbital_gap_ha": [0.29044, 0.25273]}

{"formula": "C29H71BN9O10P3", "method": "ωB97M-V/def2-TZVPD", "species": ["C", "C", "C", "C", "C", "C", "C", "O", "C", "C", "O", "B", "O", "O", "C", "O", "O", "C", "O", "H", "H", "H", "H", "H", "H", "H", "H", "H", "H", "H", "H", "H", "H", "H", "H", "H", "O", "P", "N", "C", "C", "N", "C", "C", "N", "C", "C", "H", "H", "H", "H", "H", "H", "H", "H", "H", "H", "H", "H", "H", "H", "H", "H", "H", "H", "O", "P", "N", "C", "C", "N", "C", "C", "N", "C", "C", "H", "H", "H", "H", "H", "H", "H", "H", "H", "H", "H", "H", "H", "H", "H", "H", "H", "H", "O", "P", "N", "C", "C", "N", "C", "C", "N", "C", "C", "H", "H", "H", "H", "H", "H", "H", "H", "H", "H", "H", "H", "H", "H", "H", "H", "H", "H"], "positions_angstrom": [[-4.848, -4.024, 2.793], [-4.130, -3.574, 1.352], [-5.256, -3.498, 0.117], [-2.937, -4.611, 0.920], [-1.571, -4.517, 1.821], [-0.327, -5.360, 1.086], [-1.054, -2.932, 1.838], [-1.089, -2.312, 0.476], [-0.646, -0.906, 0.753], [-1.590, 0.137, 1.308], [-3.022, 0.044, 1.636], [-3.756, 0.339, 0.359], [-5.098, 1.021, 0.340], [-3.213, -0.010, -0.995], [-0.588, 1.442, 1.463], [-1.097, 2.476, 2.143], [0.719, 1.217, 0.827], [0.853, -0.248, 0.531], [1.985, -0.869, 0.118], [-5.603, -4.877, 2.521], [-5.369, -3.057, 3.248], [-4.012, -4.431, 3.512], [-3.785, -2.462, 1.518], [-4.708, -3.729, -0.895], [-5.699, -2.394, 0.029], [-6.116, -4.251, 0.380], [-3.391, -5.710, 0.995], [-2.623, -4.377, -0.201], [-1.655, -4.952, 2.904], [-0.480, -6.520, 1.118], [-0.258, -4.945, -0.031], [0.696, -5.073, 1.623], [0.027, -2.878, 2.284], [-1.796, -2.371, 2.556], [-5.813, 0.302, 0.273], [-3.615, -0.880, -1.308], [2.797, -5.471, 2.872], [4.113, -6.274, 3.012], [4.419, -5.584, 4.569], [5.708, -5.261, 5.167], [3.504, -6.050, 5.619], [4.904, -5.273, 1.833], [6.069, -4.441, 2.094], [4.045, -4.545, 0.881], [5.627, -7.196, 3.173], [6.102, -7.765, 1.884], [5.476, -8.384, 4.045], [6.286, -6.144, 5.459], [5.577, -4.659, 6.075], [6.339, -4.643, 4.534], [3.688, -7.088, 5.894], [2.459, -5.980, 5.294], [3.582, -5.445, 6.530], [5.819, -3.574, 2.713], [6.501, -4.064, 1.158], [6.883, -5.007, 2.554], [3.597, -3.661, 1.346], [3.247, -5.190, 0.497], [4.609, -4.214, 0.002], [5.330, -8.390, 1.421], [7.004, -8.371, 2.032], [6.397, -7.003, 1.159], [4.630, -9.003, 3.725], [5.327, -8.116, 5.090], [6.382, -9.001, 4.038], [5.937, 3.726, -0.760], [4.756, 4.626, -1.201], [5.288, 5.906, -0.165], [4.468, 6.874, 0.552], [6.527, 6.557, -0.608], [3.625, 3.661, -0.302], [2.815, 4.144, 0.807], [4.018, 2.275, 0.010], [3.398, 5.659, -1.707], [2.318, 4.905, -2.398], [3.804, 6.679, -2.701], [3.998, 7.616, -0.101], [5.072, 7.434, 1.277], [3.689, 6.421, 1.158], [6.378, 7.162, -1.502], [7.302, 5.817, -0.842], [6.949, 7.207, 0.167], [3.419, 4.332, 1.699], [2.043, 3.414, 1.078], [2.251, 5.042, 0.541], [4.727, 2.241, 0.844], [4.470, 1.788, -0.862], [3.152, 1.662, 0.278], [2.712, 4.355, -3.260], [1.527, 5.582, -2.744], [1.807, 4.191, -1.748], [4.330, 6.220, -3.546], [4.450, 7.444, -2.272], [2.935, 7.227, -3.087], [-7.435, 2.174, -3.293], [-6.172, 3.038, -3.528], [-6.906, 4.399, -2.752], [-6.724, 5.812, -3.064], [-7.069, 4.243, -1.301], [-6.514, 3.158, -5.227], [-6.781, 4.400, -5.937], [-7.375, 2.118, -5.818], [-4.720, 4.031, -3.799], [-3.795, 3.448, -4.808], [-3.882, 4.151, -2.584], [-5.739, 6.197, -2.781], [-7.465, 6.425, -2.536], [-6.889, 6.050, -4.111], [-6.117, 4.285, -0.772], [-7.535, 3.282, -1.056], [-7.720, 5.016, -0.876], [-7.759, 4.815, -5.675], [-6.769, 4.244, -7.023], [-6.000, 5.146, -5.767], [-8.429, 2.295, -5.582], [-7.091, 1.121, -5.460], [-7.275, 2.083, -6.907], [-3.505, 2.428, -4.532], [-2.889, 4.058, -4.906], [-4.219, 3.417, -5.814], [-3.653, 3.166, -2.164], [-4.357, 4.751, -1.809], [-2.938, 4.666, -2.801]], "homo_energy_ev": -7.97, "mol_weight_da": 809.7, "energy_ha": -3441.16082, "e_lumo_ha": -0.066, "multiplicity": 1, "total_charge": 0, "orbital_gap_ha": 0.22657}